C22H45CoN2OP3 as an isolated structure at a distorted geometry. Source: OMol25; level of theory: the ωB97M-V functional and the def2-TZVPD basis.

Each line ends with the Mulliken spin population.
Element x y z (Å)
Co1 -0.292 0.751 -0.424  2.60
P1 -1.891 -0.957 -0.139  0.06
P2 0.665 -0.214 1.761  0.12
P3 1.194 -0.555 -1.477  -0.03
H1 0.527 3.932 -1.430  0.00
C1 0.233 2.900 -1.569  0.09
C2 -1.057 2.562 -1.903  0.02
H2 -1.772 3.369 -1.818  0.01
C3 -3.220 -0.737 1.128  0.01
C4 -1.445 -2.695 0.344  0.00
C5 -2.910 -1.466 -1.603  0.00
C6 2.375 0.501 1.941  0.02
C7 -0.140 0.542 3.258  0.01
C8 1.014 -1.908 2.449  0.03
C9 0.950 -1.492 -3.038  0.01
C10 2.136 -1.902 -0.603  0.00
C11 2.647 0.510 -1.849  0.01
H3 1.028 2.185 -1.636  -0.01
H4 -1.302 1.799 -2.605  -0.02
H5 -3.977 -0.024 0.779  0.00
H6 -2.789 -0.360 2.064  0.00
H7 -3.729 -1.686 1.366  0.00
H8 -1.210 -2.770 1.407  0.00
H9 -0.587 -3.071 -0.217  0.00
H10 -2.277 -3.392 0.169  0.00
H11 -3.576 -0.652 -1.933  0.00
H12 -3.505 -2.376 -1.381  0.00
H13 -2.260 -1.722 -2.456  0.00
H14 2.940 -0.003 2.743  0.00
H15 2.301 1.569 2.195  0.00
H16 2.953 0.414 1.011  0.00
H17 0.087 -0.026 4.181  0.00
H18 -1.234 0.554 3.108  0.00
H19 0.196 1.587 3.390  0.00
H20 2.085 -2.077 2.616  0.00
H21 0.666 -2.684 1.770  0.00
H22 0.495 -2.067 3.400  0.00
H23 1.604 -2.377 -3.051  0.00
H24 1.194 -0.863 -3.903  0.00
H25 -0.082 -1.847 -3.149  0.00
H26 2.869 -2.297 -1.320  0.00
H27 1.462 -2.712 -0.309  0.00
H28 2.656 -1.523 0.284  0.00
H29 3.345 -0.005 -2.522  0.00
H30 3.137 0.840 -0.924  0.00
H31 2.372 1.421 -2.378  0.00
C12 -2.357 0.972 -5.181  0.04
C13 -1.130 0.282 -4.506  -0.03
C14 0.073 1.039 -4.833  0.16
C15 0.251 1.393 -6.155  0.15
C16 -0.876 1.666 -6.975  -0.01
C17 -2.129 1.656 -6.414  0.25
O1 -3.423 0.653 -4.666  0.29
H32 -1.313 -0.672 -5.110  0.01
H33 -1.258 0.072 -3.415  0.03
H34 0.840 1.302 -4.097  0.09
H35 1.274 1.475 -6.547  0.01
H36 -0.726 1.922 -8.023  0.00
H37 -2.971 2.083 -6.919  0.00
C18 1.532 4.985 2.028  0.00
C19 0.442 4.069 1.704  0.00
C20 -0.946 4.075 1.876  0.00
C21 -1.447 2.922 1.254  0.02
N1 -0.386 2.216 0.756  -0.05
N2 0.729 2.967 1.000  0.04
C22 -2.823 2.563 0.878  0.03
H38 1.244 5.986 1.681  0.00
H39 1.720 5.034 3.110  0.00
H40 2.463 4.666 1.530  0.00
H41 -1.536 4.808 2.405  0.00
H42 1.629 2.758 0.542  0.00
H43 -3.304 1.949 1.652  0.00
H44 -3.428 3.470 0.736  0.00
H45 -2.871 1.995 -0.069  0.00

## Properties
- Charge: +3
- Maximum force: 3.3 eV Å⁻¹
- <S²>: 6.056
- 2S+1: 5
- HOMO energy (spin up / spin down): -16.7 / -17.1 eV
- E_LUMO (spin up / spin down): -10.67 / -12.34 eV
- Energy above the lowest of the compared OMol25 structures with the same formula, charge and spin: 0.340 eV